# 1
Computed, not measured: C27H27AsN5O3S2Tl as an isolated structure, with the ωB97M-V functional and the def2-TZVPD basis.

Summary:
- 2S+1 = 1
- charge = +2

Positions of all 66 atoms, in Å:
1 Tl -0.148991 1.028648 1.013471
2 O -6.766268 4.804150 -0.174194
3 C -5.920072 5.061708 -1.186584
4 O -6.240174 5.765200 -2.096128
5 C -4.566696 4.401330 -1.133710
6 C -3.936095 4.054288 0.058631
7 C -2.693760 3.446565 0.039991
8 C -2.056985 3.185066 -1.170361
9 C -2.686840 3.543949 -2.364366
10 C -3.922717 4.161086 -2.341092
11 N -0.814560 2.525924 -1.157394
12 C 0.069001 2.705653 -2.042401
13 C 1.304000 1.903765 -2.105934
14 C 2.174507 2.096009 -3.172079
15 C 3.322933 1.325178 -3.250179
16 C 3.565880 0.392380 -2.257650
17 C 2.643084 0.265939 -1.228399
18 N 1.538136 0.997595 -1.151182
19 H -6.385716 4.217538 0.488165
20 H -4.392593 4.284422 1.014702
21 H -2.200258 3.190504 0.968131
22 H -2.215800 3.319322 -3.312822
23 H -4.406072 4.467242 -3.259213
24 H -0.025589 3.478109 -2.810749
25 H 1.950688 2.831712 -3.933042
26 H 4.018735 1.459730 -4.067134
27 H 4.455365 -0.221908 -2.274275
28 H 2.797059 -0.455171 -0.435629
29 S -0.249466 0.344963 4.067948
30 C -1.319625 -0.793153 3.567537
31 N -2.084601 -1.584235 3.189596
32 C -4.873886 -0.080624 2.173191
33 As -3.813272 -0.587219 0.649142
34 C -4.843560 0.043136 -0.855820
35 C -3.754386 -2.497863 0.447262
36 O -2.343476 0.187738 0.523403
37 H -5.878218 -0.476804 2.024472
38 H -4.914306 1.006042 2.211419
39 H -4.461082 -0.473520 3.099353
40 H -5.783511 -0.500697 -0.946533
41 H -4.256769 -0.084242 -1.763559
42 H -5.047307 1.104546 -0.717331
43 H -4.781971 -2.859594 0.435678
44 H -3.208865 -2.959155 1.267431
45 H -3.279646 -2.725342 -0.504947
46 S 4.527154 -4.592377 2.346272
47 C 3.323297 -3.307128 2.082571
48 C 3.472665 -2.053512 2.660004
49 C 2.495134 -1.110514 2.385124
50 N 1.443263 -1.356456 1.607356
51 C 1.303391 -2.572553 1.087763
52 C 2.217258 -3.597438 1.298533
53 C 5.817566 -4.084732 1.237041
54 C 6.634276 -3.001132 1.525116
55 C 7.623252 -2.700984 0.596800
56 N 7.791308 -3.396214 -0.522353
57 C 7.010148 -4.436787 -0.774201
58 C 5.996160 -4.842819 0.088786
59 H 4.300168 -1.814128 3.313687
60 H 2.560688 -0.117922 2.814627
61 H 0.419836 -2.742751 0.484174
62 H 2.061314 -4.577905 0.868068
63 H 6.538290 -2.425318 2.435591
64 H 8.305704 -1.876905 0.763384
65 H 7.202149 -4.980645 -1.690914
66 H 5.390719 -5.711693 -0.134244

Cartesian forces (eV/Å) of the 3 atoms listed first:
-0.4775 0.1136 0.0594
-0.1613 0.1176 0.1232
0.2391 -0.0361 -0.1191

List of Löwdin charges in e, atom by atom: 0.901 0.137 -0.478 0.154 -0.123 -0.015 -0.029 -0.264 0.007 0.013 0.048 -0.065 -0.248 0.012 -0.023 -0.032 -0.125 0.034 0.096 0.124 0.088 0.117 0.134 0.141 0.127 0.125 0.112 0.089 0.663 -0.871 0.108 -0.187 0.988 -0.187 -0.198 -0.695 0.051 0.040 0.025 0.049 0.046 0.030 0.049 0.016 0.043 1.341 -0.454 -0.034 -0.137 0.015 -0.088 -0.034 -0.470 -0.045 -0.086 0.111 -0.086 -0.044 0.121 0.108 0.133 0.125 0.115 0.129 0.131 0.121

# 2
Computed, not measured: a 3-piece molecular cluster, C27H27Cl4N2O5PS overall, with the ωB97M-V functional and the def2-TZVPD basis.

Summary:
- 2S+1 = 1

Positions of all 67 atoms, in Å:
1 C -1.733289 -6.972837 5.836964
2 C -2.297110 -5.773526 5.305619
3 C -2.685794 -4.423958 4.397386
4 C -1.645108 -3.133226 4.220772
5 C -0.197308 -3.256608 4.981111
6 O 0.540662 -4.474137 4.506598
7 O 0.613667 -4.284514 3.204352
8 C -2.140346 -1.840364 3.304692
9 C -1.158345 -0.534279 3.151689
10 C -1.164175 0.167744 1.670004
11 P -0.546682 -0.950721 0.244846
12 O -0.080225 -2.388433 0.753916
13 O -1.861692 -1.049414 -0.945228
14 C -2.366816 0.298946 -1.260835
15 C -3.928877 0.394199 -0.732095
16 O 0.748228 -0.081313 -0.594362
17 C 1.927356 -0.942776 -0.773197
18 C 1.612067 -2.034953 -1.978257
19 C -3.647074 -1.863854 2.579349
20 C -4.604032 -3.186561 2.771107
21 N -5.984620 -3.388540 2.150380
22 S -6.468496 -4.996590 2.741292
23 N -5.208595 -5.624072 3.776377
24 C -4.183629 -4.487869 3.676537
25 H -1.255827 -8.061808 5.943803
26 H 0.543229 -2.353291 4.766251
27 H -0.309723 -3.280186 6.168929
28 H 1.546969 -3.929741 3.027789
29 H -1.571814 0.280156 3.920460
30 H -0.038009 -0.723124 3.440446
31 H -0.403095 1.083092 1.728623
32 H -2.222215 0.641099 1.508392
33 H -2.420513 0.421787 -2.446010
34 H -1.691296 1.177026 -0.878074
35 H -4.641128 0.999034 -1.446314
36 H -4.320134 -0.722445 -0.657955
37 H -4.047618 0.861864 0.337378
38 H 2.806832 -0.255094 -1.194995
39 H 2.339541 -1.427516 0.211668
40 H 0.577178 -1.803192 -2.503675
41 H 1.501129 -3.084571 -1.472090
42 H 2.506651 -2.103853 -2.751006
43 H -4.074835 -0.982658 1.935515
44 Cl -1.513118 2.975230 0.203080
45 C -0.885346 3.946621 -1.080502
46 C -1.682067 4.993879 -1.554142
47 C -1.223182 5.815721 -2.585229
48 C 0.034055 5.594173 -3.145516
49 C 0.831469 4.547684 -2.678033
50 C 0.374786 3.720684 -1.646630
51 Cl 1.411504 2.441830 -1.122430
52 H -2.663636 5.175410 -1.122325
53 H -1.846395 6.628764 -2.950571
54 H 0.393919 6.235679 -3.946574
55 H 1.809979 4.381400 -3.122592
56 Cl 3.818746 4.349775 -2.145030
57 C 4.793869 3.384893 -3.195466
58 C 5.943258 2.796110 -2.658728
59 C 6.765169 2.000589 -3.459198
60 C 6.440294 1.790052 -4.798518
61 C 5.295527 2.378655 -5.339449
62 C 4.470444 3.177998 -4.541599
63 Cl 3.073993 3.879333 -5.278548
64 H 6.204108 2.953383 -1.614641
65 H 7.658211 1.544985 -3.037526
66 H 7.078039 1.167963 -5.422227
67 H 5.051282 2.210265 -6.385753

Cartesian forces (eV/Å) of the 3 atoms listed first:
-3.6547 7.9777 -4.7144
4.1825 -6.7857 1.7064
0.3740 0.8492 0.0405

List of natural (NBO) charges in e, atom by atom: -0.253 -0.062 -0.043 0.004 -0.144 -0.262 -0.416 0.034 -0.446 -0.797 2.223 -1.040 -0.773 -0.130 -0.667 -0.804 -0.089 -0.672 -0.237 0.110 -0.551 0.803 -0.529 0.112 0.293 0.192 0.231 0.448 0.241 0.241 0.278 0.257 0.198 0.207 0.228 0.241 0.195 0.191 0.207 0.236 0.235 0.215 0.250 0.032 -0.115 -0.217 -0.208 -0.191 -0.270 0.032 0.031 0.231 0.222 0.220 0.248 0.044 -0.057 -0.217 -0.201 -0.202 -0.211 -0.074 0.031 0.234 0.224 0.224 0.234

no.,M (g/mol),largest force on an atom (eV Å⁻¹),E_tot (Ha)
1,812.98,0.8,-4748.5718
2,664.38,10.0,-4110.3644